No. 1
Molecular formula: C51H44BrF5N5NaO6PSi2
Method: DFT, ωB97M-V/def2-TZVPD

XYZ file:
```
116
C51H44BrF5N5NaO6PSi2 ωB97M-V/def2-TZVPD
Na 0.86568 0.59397 -1.09259
F 1.07691 4.16888 7.07483
C 0.41329 3.43313 6.22833
C -0.97515 3.33722 6.29191
F -1.66738 3.84444 7.32288
C -1.60413 2.65693 5.24869
F -2.93527 2.64908 5.39292
C -0.91883 2.09441 4.14728
P -1.56561 1.10991 2.69772
C -2.10886 -0.45987 3.60384
C -3.01512 -1.47883 3.15330
C -3.06504 -2.63696 3.84740
C -2.39136 -2.80409 5.09970
C -1.53980 -1.82378 5.52958
C -1.39526 -0.67477 4.77551
C -3.13520 2.05289 2.39555
C -3.03664 2.69680 1.17792
C -4.01950 3.49619 0.63083
C -5.15409 3.76629 1.39159
C -5.20805 3.23982 2.66143
C -4.29064 2.31061 3.13773
C 0.46693 2.30951 4.13239
Br 1.57254 1.84264 2.64384
C 1.10359 2.89856 5.20418
F 2.44343 3.04937 5.33153
H -3.50885 -1.26775 2.16702
H -3.71608 -3.42581 3.50747
H -2.44222 -3.73052 5.66241
H -0.86899 -2.02377 6.41515
H -0.66912 0.04910 5.13635
H -2.17009 2.48452 0.54464
H -3.90514 4.03402 -0.32158
H -5.94671 4.43257 1.08707
H -6.04733 3.51443 3.36287
H -4.51581 1.82373 4.02665
C 0.59532 4.62849 0.12841
C 1.79124 4.00829 -0.55344
C 2.73233 4.87874 -1.11335
C 3.84213 4.22448 -1.65577
C 4.02626 2.86795 -1.54260
C 3.08272 2.04918 -0.89079
N 1.88708 2.68663 -0.50185
N 3.14970 0.73501 -0.64237
Si 4.52216 -0.29236 -0.62079
C 5.48797 -0.30579 -2.28787
C 4.01369 -2.08241 -0.24716
C 5.79010 0.39399 0.51777
H 0.72236 5.63353 0.49636
H 0.14139 3.94717 0.89425
H -0.20303 4.67145 -0.61322
H 2.45706 5.89507 -1.27523
H 4.60789 4.75046 -2.21413
H 4.94878 2.48679 -1.97220
H 5.04456 -1.05499 -2.98640
H 6.53972 -0.55457 -2.06581
H 5.52610 0.62594 -2.71796
H 4.50775 -2.48718 0.63971
H 4.41561 -2.65569 -1.03714
H 2.95699 -2.25682 -0.20172
H 5.85883 1.45182 0.33223
H 6.73247 -0.18631 0.47719
H 5.42402 0.28913 1.54736
O 0.07666 -1.47725 1.88018
N 0.49952 -1.28383 0.80967
O -0.48032 -1.74094 -0.26970
Si -0.66032 -3.20856 -0.98117
C 0.79246 -3.45163 -2.27426
C 1.80148 -4.38680 -2.31252
C 2.82667 -4.20432 -3.20957
C 3.02131 -3.03515 -3.89766
C 1.98414 -2.08086 -3.90622
C 0.88805 -2.28933 -3.12998
C -2.23477 -3.22861 -1.97101
C -3.15567 -4.32286 -2.02417
C -4.42489 -4.19636 -2.57098
C -4.83331 -2.99004 -3.08771
C -3.91499 -1.96433 -3.14201
C -2.67163 -2.05536 -2.57009
C -0.74947 -4.51964 0.38646
C -1.86519 -4.61858 1.25033
C -1.80725 -5.33894 2.37970
C -0.68504 -6.07731 2.73863
C 0.34700 -6.12390 1.81624
C 0.29463 -5.36513 0.65353
H 1.72522 -5.29113 -1.74487
H 3.68129 -4.94011 -3.29128
H 3.92766 -2.72718 -4.41109
H 2.11793 -1.12605 -4.40252
H 0.11220 -1.57259 -3.12525
H -2.91718 -5.30221 -1.50727
H -5.12371 -5.06989 -2.67036
H -5.84127 -2.77481 -3.36415
H -4.25865 -1.03177 -3.57408
H -2.11421 -1.12577 -2.62412
H -2.75357 -3.96296 1.08160
H -2.66009 -5.35943 3.06958
H -0.65148 -6.59187 3.69763
H 1.21487 -6.68692 2.07786
H 1.11815 -5.44142 -0.02109
F 0.89154 5.95765 -3.77127
C 0.90134 4.56626 -3.93303
C -0.24628 3.84304 -3.82383
N -0.28185 2.50793 -4.06711
C -1.55794 1.80385 -4.07764
C -1.94398 1.25940 -2.66639
O -3.10274 0.86612 -2.51753
O -0.99503 1.18159 -1.84467
C 0.86922 1.78787 -4.21316
O 0.88848 0.58010 -4.15894
N 2.02059 2.53839 -4.38311
C 2.17317 3.92324 -4.30345
O 3.23279 4.45257 -4.46860
H -1.14425 4.36186 -3.55893
H -1.60562 0.90367 -4.80344
H -2.28817 2.56106 -4.39040
H 2.83519 1.95831 -4.28654
```

Computed properties:
Kohn-Sham gap	5.86	eV
energy	-6851.16434	Ha
ΔE to the lowest compared entry with this formula, charge and spin	149.5	kJ/mol
net charge	-1
highest occupied orbital energy	-4.5	eV

Results of the Löwdin charge analysis, in e, for atoms 1 through 5: Na 0.26; F 0.16; C -0.18; C -0.12; F 0.12

=====

No. 2
Molecular formula: C51H45F9O3
Method: DFT, ωB97M-V/def2-TZVPD

XYZ file:
```
108
C51H45F9O3 ωB97M-V/def2-TZVPD
O 0.01055 0.04446 -1.04061
C -1.04978 0.31827 -1.49661
O -1.20726 1.32089 -2.39173
O -2.16330 -0.35459 -1.15198
C -3.37248 -0.26997 -1.91219
C -4.33471 0.71638 -1.26348
F -5.62281 0.41850 -1.67221
H -2.07019 1.75000 -2.31673
H -3.17777 -0.00319 -2.95329
H -3.80825 -1.27125 -1.90987
H -4.12455 1.74725 -1.58361
H -4.26887 0.69931 -0.17392
F -3.84513 1.17196 2.12633
C -4.74025 0.28289 2.61973
C -5.88270 0.76086 3.22689
C -6.80994 -0.15816 3.69755
C -6.57625 -1.52025 3.57109
C -5.41013 -1.96980 2.96953
C -4.47850 -1.06467 2.47915
H -6.04401 1.82713 3.30808
H -7.72688 0.19476 4.15064
H -7.31497 -2.22981 3.91635
H -5.23650 -3.03142 2.85952
H -3.56686 -1.38567 1.99036
F -4.12199 4.59219 -3.59502
C -2.82112 4.95696 -3.57992
C -2.48177 6.20550 -3.09843
C -1.13941 6.55559 -3.06074
C -0.16857 5.66786 -3.50776
C -0.54025 4.42431 -3.99715
C -1.87802 4.05819 -4.03501
H -3.25492 6.87760 -2.75215
H -0.85140 7.52221 -2.66773
H 0.87807 5.93976 -3.47483
H 0.21209 3.72648 -4.33991
H -2.18898 3.08838 -4.40231
F -8.43890 -3.68613 2.15115
C -8.90942 -2.97423 1.10297
C -10.27032 -2.92299 0.88415
C -10.73420 -2.17819 -0.19170
C -9.84440 -1.50501 -1.01782
C -8.47979 -1.57459 -0.76969
C -7.99940 -2.31530 0.30038
H -10.94303 -3.45630 1.54191
H -11.79806 -2.12344 -0.38185
H -10.21409 -0.92542 -1.85300
H -7.78176 -1.04881 -1.40823
H -6.94187 -2.37963 0.52099
F 7.04143 0.25173 0.16755
C 5.68784 0.31320 0.17582
C 5.05685 0.94191 1.22960
C 3.66872 0.98501 1.23130
C 2.94042 0.40593 0.19941
C 3.60786 -0.21976 -0.84458
C 4.99542 -0.26733 -0.86583
H 5.64339 1.38224 2.02494
H 3.15382 1.47548 2.04725
H 1.86092 0.43553 0.19995
H 3.04162 -0.67873 -1.64451
H 5.53585 -0.75363 -1.66711
F -4.41986 -3.69506 -2.40302
C -4.15804 -4.40769 -1.28332
C -4.25454 -5.78285 -1.33031
C -3.98505 -6.49989 -0.17340
C -3.62676 -5.84253 0.99598
C -3.53942 -4.45766 1.01101
C -3.80701 -3.72598 -0.13738
H -4.53607 -6.27208 -2.25258
H -4.05233 -7.57957 -0.18886
H -3.41266 -6.40910 1.89206
H -3.25005 -3.94335 1.91775
H -3.75154 -2.64623 -0.14541
F 12.07780 -1.89685 4.60525
C 11.47108 -1.26825 3.57629
C 10.09500 -1.16053 3.58231
C 9.47864 -0.51157 2.52169
C 10.23550 0.00878 1.48101
C 11.61783 -0.11515 1.50252
C 12.25027 -0.75774 2.55787
H 9.52727 -1.57829 4.40256
H 8.40108 -0.41436 2.50425
H 9.74511 0.50801 0.65624
H 12.21104 0.28786 0.69212
H 13.32556 -0.86543 2.59831
F 0.53455 8.44081 -0.66542
C 1.74429 7.91029 -0.37466
C 2.70623 8.72933 0.18046
C 3.94623 8.18264 0.47927
C 4.20411 6.84322 0.22041
C 3.21597 6.04584 -0.33998
C 1.96924 6.57637 -0.64438
H 2.48080 9.76962 0.37121
H 4.71255 8.80821 0.91769
H 5.17192 6.42157 0.45602
H 3.41181 5.00069 -0.54226
H 1.18913 5.96124 -1.07163
F 2.56871 -4.96889 0.10899
C 3.88873 -4.91930 -0.16461
C 4.57873 -3.75186 0.09144
C 5.93663 -3.71075 -0.19086
C 6.57814 -4.82077 -0.72373
C 5.85750 -5.98090 -0.97298
C 4.49956 -6.03952 -0.69245
H 4.05918 -2.89571 0.50158
H 6.49380 -2.80411 0.00880
H 7.63693 -4.78183 -0.94224
H 6.35309 -6.84827 -1.38909
H 3.91814 -6.93284 -0.87553
```

Computed properties:
Kohn-Sham gap	9.62	eV
energy	-3094.89939	Ha
structure (SMILES)	O=C(O)OCCF.Fc1ccccc1.Fc1ccccc1.Fc1ccccc1.Fc1ccccc1.Fc1ccccc1.Fc1ccccc1.Fc1ccccc1.Fc1ccccc1
net charge	0
highest occupied orbital energy	-9.2	eV

Results of the Löwdin charge analysis, in e, for atoms 1 through 5: O 0.16; C -0.58; O 0.12; O 0.04; C -0.13

=====

No. 3
Molecular formula: C51H46BrCoF4N4O4P3SSbSe4
Method: DFT, ωB97M-V/def2-TZVPD

XYZ file:
```
120
C51H46BrCoF4N4O4P3SSbSe4 ωB97M-V/def2-TZVPD
Co 0.10821 -0.72225 0.96273
F 4.10444 2.16388 6.05168
C 3.42231 2.22551 4.90569
C 2.39675 3.12779 4.77287
F 2.09323 3.95166 5.78353
C 1.69569 3.18572 3.58808
F 0.73510 4.12614 3.54875
C 1.98583 2.34758 2.52233
P 0.94816 2.19094 1.00816
C -0.56801 3.22962 1.27969
C -0.85422 4.37681 0.53937
C -2.08060 5.02645 0.66541
C -3.04048 4.54718 1.54278
C -2.75836 3.41540 2.29999
C -1.54309 2.75750 2.16179
C 1.88846 3.24283 -0.19063
C 3.04592 3.94592 0.13595
C 3.72122 4.69110 -0.82642
C 3.24361 4.75633 -2.12828
C 2.08395 4.07017 -2.46577
C 1.42277 3.31672 -1.50733
C 3.08118 1.46843 2.63306
Br -0.04862 -0.27046 3.42307
C 3.75732 1.41571 3.83950
F 4.77249 0.57392 4.03571
H -0.12547 4.78874 -0.14285
H -2.28054 5.90796 0.06676
H -3.99490 5.05287 1.64025
H -3.48909 3.03458 3.00607
H -1.34057 1.87323 2.75895
H 3.43043 3.91862 1.14711
H 4.62393 5.22290 -0.54988
H 3.76914 5.34026 -2.87354
H 1.69296 4.10918 -3.47622
H 0.51190 2.80073 -1.79851
C 3.41169 -2.61488 -1.05844
N 2.17359 -2.09991 -0.46162
P 1.00656 -1.18731 -1.27135
C 1.98630 -0.47434 -2.63999
C 2.87334 0.56152 -2.35300
C 3.70054 1.07827 -3.34120
C 3.64440 0.56360 -4.63009
C 2.76387 -0.47015 -4.92558
C 1.93422 -0.98622 -3.93691
C -0.11799 -2.33973 -2.13075
C 0.11258 -3.70905 -2.14357
C -0.84752 -4.57877 -2.64014
C -2.05659 -4.08512 -3.11827
C -2.29650 -2.71678 -3.11563
C -1.33060 -1.84997 -2.62002
P 2.08333 -1.71959 1.23068
C 2.09651 -3.32026 2.08100
C 1.99575 -3.31349 3.47340
C 1.83376 -4.50550 4.16944
C 1.75394 -5.70750 3.48170
C 1.85190 -5.71953 2.09704
C 2.01693 -4.52966 1.40103
C 3.51157 -0.89986 1.69296
C 3.59628 0.60946 1.45463
C 5.02487 0.99595 1.08366
C 6.06983 0.18054 1.31212
C 5.93902 -1.15067 1.85599
C 4.67893 -1.65312 1.98637
H 3.19381 -3.32834 -1.85697
H 3.99294 -3.11716 -0.28912
H 4.03355 -1.81686 -1.46483
H 2.94695 0.95163 -1.34468
H 4.38197 1.88458 -3.09822
H 4.28759 0.96500 -5.40425
H 2.72239 -0.88079 -5.92735
H 1.25110 -1.79164 -4.17533
H 1.03450 -4.10014 -1.73346
H -0.67849 -5.64542 -2.60425
H -2.81912 -4.77248 -3.46712
H -3.24140 -2.31774 -3.46349
H -1.54649 -0.78848 -2.60237
H 2.03862 -2.37075 4.00434
H 1.74016 -4.48798 5.24902
H 1.59912 -6.63602 4.02154
H 1.77271 -6.65345 1.55436
H 2.06526 -4.54417 0.32092
H 2.95736 0.87802 0.60962
H 5.17648 1.98204 0.65117
H 7.06466 0.54099 1.05679
H 6.81016 -1.75350 2.07764
H 4.55928 -2.69730 2.26823
Se -5.04020 -3.66593 0.18598
Sb -2.81454 -4.42971 0.69430
Se -1.91777 -3.60615 2.95400
Se -0.87536 -2.71244 1.03676
Se -2.14738 -6.66102 0.17041
C -8.14497 -1.11128 -2.35758
C -6.64513 -1.17606 -2.65655
S -5.76872 0.30680 -2.24642
O -6.55345 1.45446 -2.64118
O -4.41724 0.16665 -2.73647
C -5.74041 0.26202 -0.47669
C -4.98906 1.43894 0.13592
N -3.53838 1.28025 0.00745
C -2.82383 0.39054 0.74271
N -1.58251 0.30495 0.30468
C -1.47537 1.17407 -0.74078
C -2.66378 1.77763 -0.93960
N -2.90460 2.88183 -1.82732
O -3.93614 3.51280 -1.70432
O -2.02204 3.13881 -2.62221
C -3.36736 -0.35676 1.90178
H -8.65831 -1.92238 -2.87418
H -8.56560 -0.16546 -2.69549
H -8.34647 -1.22149 -1.28964
H -6.43601 -1.28527 -3.72329
H -6.13511 -1.97610 -2.11193
H -5.30403 -0.69707 -0.18695
H -6.79200 0.29880 -0.17330
H -5.21369 1.47450 1.19802
H -5.28112 2.37878 -0.31460
H -0.56829 1.31562 -1.29859
H -3.91914 0.31770 2.56397
H -2.54363 -0.79218 2.45924
H -4.03302 -1.16353 1.58634
```

Computed properties:
Kohn-Sham gap (spin up / spin down)	4.87 / 4.98	eV
energy	-18115.58065	Ha
2S+1	2
net charge	-1
highest occupied orbital energy (spin up / spin down)	-3.9 / -3.9	eV

Results of the Löwdin charge analysis, in e, for atoms 1 through 5: Co -0.41; F 0.12; C -0.13; C -0.14; F 0.11